Formula: C35H45HgN6OS3
Source: OMol25
Level of theory: ωB97M-V/def2-TZVPD

Structure (XYZ):
```
91
Properties=species:S:1:pos:R:3:forces:R:3
Hg -0.125 -0.892 0.194 0.1 0.1 -0.1
C -4.523 0.147 -1.862 0.0 0.0 0.0
C -3.061 -0.007 -1.563 0.0 0.2 0.0
N -2.560 -0.041 -0.390 -0.2 -0.1 0.2
N -3.410 0.145 0.670 0.1 -0.1 -0.1
C -3.113 -0.546 1.732 0.1 0.1 -0.1
N -3.845 -0.262 2.857 0.0 0.0 0.0
S -1.915 -1.798 1.915 -0.1 -0.1 0.0
C -2.101 -0.092 -2.700 0.0 0.1 0.0
C -2.546 -0.051 -4.021 0.0 0.0 0.0
C -1.615 -0.073 -5.047 0.0 0.0 0.0
C -0.268 -0.137 -4.734 0.0 0.0 0.0
C 0.083 -0.198 -3.392 0.0 0.0 0.0
N -0.801 -0.174 -2.407 0.0 0.0 0.0
H -5.078 0.241 -0.934 0.0 0.0 0.0
H -4.894 -0.719 -2.415 0.0 0.0 0.0
H -4.705 1.033 -2.475 0.0 0.0 0.0
H -4.678 0.284 2.707 0.0 0.0 0.0
H -3.876 -0.969 3.568 0.0 0.0 0.0
H -3.602 0.003 -4.242 0.0 0.0 0.0
H -1.941 -0.041 -6.079 0.0 0.0 0.0
H 0.495 -0.158 -5.499 0.0 0.0 0.0
H 1.123 -0.280 -3.095 0.0 0.0 0.0
C 4.227 -0.851 0.511 0.0 0.0 0.0
C 3.248 -0.866 1.661 -0.1 0.0 0.0
C 2.832 0.320 2.262 -0.1 0.0 0.0
C 3.451 1.641 1.873 0.0 0.0 0.0
C 1.839 0.289 3.251 0.0 0.0 0.0
C 1.277 1.582 3.792 0.0 0.0 0.0
C 1.339 -0.933 3.697 0.0 0.0 0.0
C 0.346 -0.988 4.831 0.0 0.0 0.0
C 1.759 -2.129 3.094 0.0 0.0 0.0
C 1.099 -3.412 3.544 0.0 0.0 0.0
C 2.727 -2.099 2.087 0.0 0.0 0.0
C 3.277 -3.353 1.450 0.0 0.0 0.0
H 5.246 -1.096 0.829 0.0 0.0 0.0
H 4.260 0.120 0.023 0.0 0.0 0.0
H 3.940 -1.582 -0.245 0.0 0.0 0.0
H 2.885 2.135 1.079 0.0 0.0 0.0
H 4.474 1.517 1.523 0.0 0.0 0.0
H 3.487 2.322 2.722 0.0 0.0 0.0
H 1.797 1.923 4.693 0.0 0.0 0.0
H 0.221 1.476 4.039 0.0 0.0 0.0
H 1.348 2.376 3.051 0.0 0.0 0.0
H -0.676 -1.094 4.456 0.0 0.0 0.0
H 0.390 -0.095 5.449 0.0 0.0 0.0
H 0.546 -1.839 5.483 0.0 0.0 0.0
H 1.432 -3.717 4.541 0.0 0.0 0.0
H 1.298 -4.242 2.870 0.0 0.0 0.0
H 0.017 -3.279 3.601 0.0 0.0 0.0
H 2.948 -3.457 0.412 0.0 0.0 0.0
H 2.998 -4.257 1.983 0.0 0.0 0.0
H 4.369 -3.319 1.433 0.0 0.0 0.0
O 0.374 1.810 0.410 -0.1 0.1 -0.1
S -0.048 3.226 0.610 0.0 -0.1 0.2
C 1.049 4.199 -0.426 0.0 0.0 0.0
C 0.988 5.584 -0.390 0.0 0.0 0.0
C 1.854 6.318 -1.184 0.0 0.0 0.0
C 2.778 5.664 -1.992 0.0 0.0 0.0
C 2.837 4.278 -2.007 0.0 0.0 0.0
C 1.970 3.534 -1.217 0.0 0.0 0.0
C -1.551 3.519 -0.315 0.1 0.0 -0.1
C -1.597 3.254 -1.676 -0.1 0.0 0.0
C -2.773 3.488 -2.365 0.0 -0.1 0.0
C -3.895 3.961 -1.690 0.0 0.0 0.0
C -3.841 4.211 -0.328 0.0 0.0 0.0
C -2.659 3.990 0.368 0.0 0.0 0.0
H 0.268 6.084 0.248 0.0 0.0 0.0
H 1.816 7.399 -1.167 0.0 0.0 0.0
H 3.458 6.240 -2.605 0.0 0.0 0.0
H 3.564 3.773 -2.629 0.0 0.0 0.0
H 1.998 2.451 -1.191 0.0 0.0 0.0
H -0.718 2.868 -2.179 0.0 0.0 0.0
H -2.821 3.292 -3.429 0.0 0.0 0.0
H -4.817 4.134 -2.231 0.0 0.0 0.0
H -4.716 4.569 0.196 0.0 0.0 0.0
H -2.602 4.173 1.434 0.0 0.0 0.0
C -0.926 -5.180 0.699 0.0 0.0 0.1
N 0.099 -4.359 0.091 0.1 0.0 0.0
C 0.398 -4.344 -1.222 -0.1 0.0 -0.1
S 1.365 -3.127 -1.878 0.0 -0.1 0.0
N -0.139 -5.342 -1.956 0.0 0.0 0.0
C 0.112 -5.564 -3.365 0.0 0.0 0.0
H -1.003 -4.905 1.747 0.0 0.0 0.0
H -0.669 -6.242 0.654 0.0 0.0 0.0
H -1.904 -5.019 0.236 0.0 0.0 0.0
H 0.421 -3.549 0.601 0.0 0.0 0.0
H -0.641 -6.060 -1.463 0.0 0.0 0.0
H 0.517 -4.651 -3.789 0.0 0.0 0.0
H -0.822 -5.813 -3.869 0.0 0.0 0.0
H 0.831 -6.371 -3.518 0.0 0.0 0.0
```
Forces are in eV/Å.

- Energy above the lowest of the compared OMol25 structures with the same formula, charge and spin: 9.3 kcal/mol
- HOMO-LUMO gap (alpha / beta): 0.2278 / 0.2698 Ha
- Lowest unoccupied orbital energy (alpha / beta): 0.0162 / -0.0034 hartree
- Spin multiplicity: 2
- Calculated total energy: -84693.935 eV

***

Formula: C33H71O16PS4Si
Source: OMol25
Level of theory: ωB97M-V/def2-TZVPD

Structure (XYZ):
```
126
Properties=species:S:1:pos:R:3:forces:R:3
C 2.527 -2.601 2.171 0.1 0.3 0.3
C 2.192 -2.101 3.595 -0.3 -0.9 -0.6
C 0.681 -2.163 3.896 0.2 0.5 0.7
C 0.044 -0.851 4.369 -0.4 -0.2 -0.4
C 0.364 0.346 3.500 0.3 0.6 0.1
C -0.214 1.676 4.003 -0.3 -1.0 -0.1
C -1.740 1.694 4.163 0.1 1.0 -0.3
C -2.492 2.304 2.960 -0.7 -1.0 0.5
C -3.196 1.246 2.082 0.4 1.0 -0.8
C -2.391 0.896 0.804 0.4 -0.4 0.8
C -2.000 -0.591 0.721 -0.4 0.2 -0.4
C -2.658 -1.318 -0.455 0.3 0.2 0.7
C -2.491 -2.839 -0.338 0.0 0.4 -0.3
C -1.984 -3.503 -1.614 0.0 -0.4 0.3
C -0.455 -3.561 -1.655 -0.3 -0.5 -0.1
C 0.102 -4.653 -2.598 -0.3 1.0 -0.3
C 0.875 -4.077 -3.801 0.7 -0.8 0.4
C 2.291 -4.702 -3.981 -0.1 0.7 -0.4
Si 3.468 -3.264 -4.327 -0.5 0.5 0.3
C 2.943 -2.429 -5.940 0.7 0.0 0.0
C 3.242 -0.927 -6.079 -0.6 -0.1 0.0
C 2.694 -0.018 -4.961 0.0 0.6 -0.8
C 1.697 1.006 -5.524 0.0 -0.7 0.7
P 5.610 -3.816 -4.250 0.8 -1.0 -0.7
C 5.812 -4.229 -2.451 -0.4 1.0 0.1
C 6.619 -2.248 -4.520 -0.8 0.1 0.8
C 7.711 -2.134 -3.464 0.0 -0.3 -0.2
H 2.806 -1.778 1.522 0.0 0.1 -0.2
H 1.687 -3.123 1.727 -0.2 -0.1 -0.1
H 3.352 -3.305 2.193 0.2 0.0 -0.1
H 2.705 -2.777 4.270 0.1 0.1 0.4
H 2.604 -1.112 3.751 0.1 0.2 0.1
H 0.105 -2.527 3.050 0.1 0.0 -0.3
H 0.539 -2.885 4.699 -0.2 -0.2 0.0
H -1.035 -1.002 4.342 -0.2 -0.1 0.1
H 0.278 -0.639 5.411 0.3 0.1 0.1
H 1.442 0.492 3.465 0.2 -0.1 -0.1
H 0.063 0.186 2.468 -0.2 -0.2 -0.2
H 0.064 2.432 3.274 0.2 0.4 0.2
H 0.262 1.884 4.957 0.1 0.2 0.1
H -1.987 2.330 5.009 0.1 0.0 0.3
H -2.174 0.724 4.377 0.1 -0.2 0.1
H -1.833 2.935 2.372 0.0 0.2 -0.1
H -3.281 2.928 3.375 0.0 0.3 0.0
H -4.148 1.677 1.784 -0.2 -0.2 0.0
H -3.413 0.356 2.658 -0.1 -0.2 0.2
H -1.474 1.479 0.849 0.1 0.2 -0.2
H -2.921 1.211 -0.092 -0.1 0.0 -0.1
H -2.319 -1.095 1.630 0.1 -0.1 0.3
H -0.920 -0.696 0.646 0.2 -0.1 0.0
H -3.708 -1.034 -0.434 -0.2 -0.1 -0.3
H -2.216 -0.919 -1.367 -0.1 -0.1 -0.3
H -3.430 -3.269 -0.002 -0.2 -0.1 -0.1
H -1.771 -3.038 0.453 0.1 -0.1 0.2
H -2.339 -4.532 -1.648 -0.1 -0.1 0.0
H -2.397 -3.001 -2.488 0.0 0.0 -0.2
H -0.062 -2.585 -1.918 0.2 0.2 0.1
H -0.136 -3.810 -0.644 0.2 0.2 0.1
H -0.746 -5.204 -2.991 -0.1 -0.4 0.1
H 0.720 -5.326 -2.014 0.1 -0.2 -0.1
H 0.326 -4.258 -4.719 -0.2 0.2 -0.1
H 0.990 -3.006 -3.658 -0.2 0.3 -0.1
H 2.606 -5.231 -3.087 0.0 -0.2 0.1
H 2.263 -5.377 -4.831 0.2 -0.3 0.1
H 3.221 -2.292 -3.222 0.0 -0.1 0.1
H 3.471 -2.941 -6.747 0.0 -0.2 -0.1
H 1.889 -2.614 -6.132 -0.3 0.0 0.2
H 2.770 -0.599 -7.004 0.0 0.0 -0.2
H 4.302 -0.754 -6.236 0.3 -0.1 0.2
H 2.169 -0.559 -4.183 0.2 -0.3 0.2
H 3.531 0.529 -4.539 0.1 0.0 0.5
H 0.803 0.460 -5.816 -0.1 0.1 -0.4
H 2.114 1.558 -6.357 -0.1 0.2 -0.1
H 1.381 1.665 -4.720 0.0 0.4 -0.1
H 6.823 -4.543 -2.224 0.1 -0.2 -0.1
H 5.103 -4.992 -2.150 0.0 -0.4 -0.2
H 5.583 -3.363 -1.832 0.1 0.1 0.1
H 5.943 -1.398 -4.439 0.1 0.3 -0.1
H 7.032 -2.261 -5.519 0.0 -0.2 -0.3
H 8.184 -3.104 -3.330 0.3 0.0 0.0
H 8.477 -1.422 -3.753 0.1 0.2 -0.1
H 7.292 -1.841 -2.509 0.0 0.1 0.2
C -5.557 1.915 8.671 0.2 -0.3 0.2
C -4.248 2.608 8.357 -0.1 0.4 0.1
O -3.987 2.264 6.989 -0.2 -0.3 0.0
S -5.371 2.126 6.196 0.2 0.0 0.5
O -5.631 3.343 5.509 -0.1 -0.1 -0.2
O -5.382 0.877 5.527 0.0 0.1 -0.2
O -6.334 2.054 7.473 0.2 0.3 -0.2
H -5.411 0.851 8.867 0.0 0.0 0.0
H -6.081 2.370 9.507 -0.2 0.1 -0.1
H -3.431 2.272 8.988 0.1 -0.1 -0.2
H -4.343 3.694 8.428 0.0 0.0 0.0
C 8.122 0.212 1.009 0.3 0.0 -0.3
C 7.475 1.531 0.643 0.0 0.2 0.4
O 6.319 1.158 -0.117 0.1 -0.3 -0.1
S 5.736 -0.231 0.435 0.3 0.2 0.1
O 4.671 0.034 1.332 -0.1 -0.1 0.0
O 5.587 -1.116 -0.661 -0.2 0.0 -0.1
O 7.021 -0.661 1.293 -0.2 0.2 0.0
H 8.687 -0.204 0.172 0.0 0.0 0.0
H 8.767 0.290 1.881 -0.1 -0.1 0.1
H 8.124 2.165 0.045 -0.1 0.0 -0.2
H 7.145 2.076 1.530 0.0 0.0 0.0
C -5.741 4.767 2.522 -0.3 -0.2 0.2
C -5.856 3.733 1.422 0.4 -0.1 0.0
O -6.677 4.360 0.425 -0.2 0.3 0.2
S -6.396 5.937 0.418 0.1 -0.3 0.4
O -5.459 6.228 -0.610 0.0 0.3 0.0
O -7.635 6.616 0.508 0.0 0.1 -0.2
O -5.631 6.019 1.821 0.1 -0.1 -0.3
H -6.637 4.794 3.143 0.0 0.0 0.0
H -4.870 4.613 3.152 0.1 0.2 -0.1
H -6.318 2.810 1.763 -0.2 0.0 -0.1
H -4.885 3.512 0.974 0.0 0.0 0.0
C -4.597 4.342 -2.916 0.1 -0.2 0.3
C -3.167 4.136 -3.368 0.0 0.4 -0.2
O -3.213 2.945 -4.165 -0.3 -0.1 0.1
S -4.624 2.861 -4.924 0.1 0.3 0.3
O -4.473 3.358 -6.243 -0.1 -0.1 -0.1
O -5.190 1.587 -4.669 0.0 -0.1 -0.1
O -5.389 3.968 -4.054 0.3 0.0 -0.2
H -4.853 3.681 -2.085 0.0 0.0 0.0
H -4.803 5.368 -2.637 -0.2 0.0 -0.1
H -2.480 4.003 -2.537 0.0 -0.2 -0.1
H -2.824 4.960 -3.998 0.0 0.0 0.0
```
Forces are in eV/Å.

- HOMO-LUMO gap: 0.2853 Ha
- Lowest unoccupied orbital energy: 0.0075 hartree
- Calculated total energy: -128636.035 eV

***

Formula: C7H10O2
Source: OMol25
Level of theory: ωB97M-V/def2-TZVPD

Structure (XYZ):
```
19
Properties=species:S:1:pos:R:3:forces:R:3
C 1.055 -0.901 -0.543 0.6 0.4 0.1
C 1.505 -0.231 -1.844 0.1 0.0 -0.2
C -1.542 -0.033 1.781 -0.1 0.1 0.0
C -0.373 -1.142 -0.492 -0.5 0.4 0.8
C -0.742 0.426 0.589 -0.6 -0.5 -0.3
C 1.055 0.186 0.689 0.8 -0.5 -0.9
C -1.175 1.430 -0.197 0.1 -0.2 0.1
O -1.230 -1.919 -0.592 0.4 0.5 0.0
O 1.748 1.215 0.539 -0.3 -0.3 0.0
H 1.602 -1.831 -0.364 0.1 0.1 0.0
H 1.103 -0.381 1.641 -0.4 0.1 0.0
H 2.308 0.471 -1.615 0.0 -0.1 0.2
H 1.864 -0.969 -2.561 -0.1 0.0 0.0
H 0.718 0.353 -2.317 -0.1 0.0 0.0
H -2.618 0.025 1.603 0.0 0.0 0.0
H -1.304 -1.060 2.066 0.0 0.0 0.0
H -1.298 0.605 2.635 0.0 0.0 0.0
H -0.543 1.841 -0.974 0.0 0.0 -0.1
H -2.134 1.915 -0.043 0.0 0.1 0.1
```
Forces are in eV/Å.

- Energy above the lowest of the compared OMol25 structures with the same formula, charge and spin: 93.8 kcal/mol
- HOMO-LUMO gap (alpha / beta): 0.2779 / 0.2777 Ha
- Lowest unoccupied orbital energy (alpha / beta): -0.0290 / -0.0290 hartree
- Calculated total energy: -11511.787 eV

***

Formula: C22H41ClN5O6PPd
Source: OMol25
Level of theory: ωB97M-V/def2-TZVPD

Structure (XYZ):
```
77
Properties=species:S:1:pos:R:3:forces:R:3
Pd -0.213 -2.117 -0.162 -0.7 1.1 -1.0
N 0.593 -2.377 -2.017 1.5 -1.7 0.6
C 0.890 -3.843 -2.447 -0.3 2.2 -1.2
C -0.365 -4.498 -2.845 -2.1 -1.1 2.6
C -1.353 -4.549 -1.595 -0.4 -0.7 -2.1
O -2.263 -5.401 -1.521 1.2 0.7 -0.1
O -1.332 -3.568 -0.726 -0.9 -1.3 0.7
H -0.092 -1.974 -2.620 -0.8 0.1 -0.8
H 1.418 -1.806 -2.006 0.5 0.3 -0.2
H 1.455 -4.255 -1.644 0.5 -0.5 0.7
H 1.453 -3.876 -3.385 0.8 0.6 0.3
H -0.174 -5.522 -3.194 0.1 -0.1 0.4
H -1.130 -4.163 -3.927 1.6 -0.4 1.8
C -2.305 -3.389 2.582 -0.9 -0.3 -2.2
C -2.182 -1.917 2.405 1.5 1.6 -1.8
O -2.580 -1.129 3.241 -0.4 0.1 0.4
O -1.603 -1.440 1.265 0.0 -3.3 2.3
H -3.016 -3.549 3.405 0.4 -0.4 -0.4
H -1.319 -3.808 2.714 0.3 -0.3 0.4
H -2.629 -3.770 1.539 0.2 0.2 1.8
N 0.730 -0.446 -0.004 0.4 -0.5 -0.2
P 0.602 0.940 0.741 -2.7 1.6 0.8
N 1.786 1.931 0.198 0.6 0.1 -0.6
C 2.159 3.215 0.836 -0.7 -0.4 0.3
C 3.589 3.595 0.495 0.4 0.1 -0.1
C 3.841 3.659 -1.007 -0.9 1.3 0.3
C 3.498 2.337 -1.651 -0.5 0.0 -0.3
C 2.698 1.325 -0.803 -0.3 0.2 -1.0
N 0.580 0.812 2.401 0.8 -0.4 1.1
C -0.045 1.695 3.463 2.4 -0.4 -0.4
C 1.080 2.089 4.521 -0.2 -0.7 -1.1
C 1.954 0.926 5.068 -1.6 1.2 0.6
C 2.476 0.061 3.953 0.9 1.0 -0.9
C 1.385 -0.329 3.013 -3.3 0.1 0.1
N -0.900 1.759 0.401 2.6 0.1 -1.0
C -2.087 1.048 0.682 -0.6 -2.3 1.4
C -3.116 1.004 -0.442 -1.1 -0.5 0.5
C -2.515 0.932 -1.862 0.1 1.5 0.3
C -1.531 2.147 -2.020 -0.3 -0.7 -1.2
C -1.076 2.705 -0.707 1.9 2.0 1.3
H 2.072 3.100 1.934 0.1 -0.1 -0.3
H 1.405 4.010 0.593 0.7 -0.5 -0.2
H 4.278 2.879 0.956 -0.1 0.1 0.1
H 3.760 4.569 0.938 0.2 0.3 0.3
H 4.829 3.984 -1.345 0.3 -0.1 0.6
H 3.202 4.514 -1.362 0.1 -0.9 0.0
H 4.430 1.853 -1.948 -0.1 -0.2 -0.2
H 2.918 2.583 -2.549 0.1 -0.4 -0.1
H 3.326 0.590 -0.323 0.6 0.0 0.3
H 2.095 0.716 -1.507 0.2 0.5 0.5
H -0.871 1.224 3.993 -0.2 -0.4 -0.4
H -0.362 2.570 2.906 -0.3 0.3 0.3
H 0.630 2.610 5.348 -0.4 0.3 0.4
H 1.758 2.772 4.029 0.2 0.4 -0.2
H 1.288 0.339 5.746 0.4 0.0 -0.5
H 2.702 1.376 5.751 0.0 -0.3 -0.6
H 2.812 -0.815 4.432 0.8 -1.4 0.3
H 3.325 0.485 3.363 -0.5 0.1 0.7
H 0.583 -0.818 3.628 0.6 -0.1 -0.3
H 1.622 -1.062 2.241 0.4 0.3 0.0
H -2.530 1.434 1.597 -0.5 0.4 0.2
H -1.826 -0.051 1.018 -0.5 2.4 -0.8
H -3.773 1.901 -0.269 0.3 -0.6 -0.8
H -3.772 0.102 -0.231 0.6 1.0 -0.3
H -3.287 1.164 -2.614 0.1 -0.9 0.2
H -2.005 -0.020 -2.068 -0.4 0.3 0.1
H -2.082 2.968 -2.492 0.0 -0.1 -0.1
H -0.716 1.902 -2.758 -0.5 0.1 1.0
H -1.823 3.506 -0.342 1.0 -1.1 -0.4
H -0.074 3.238 -0.847 -1.4 -0.5 0.1
Cl -3.881 -0.756 -5.667 0.2 -0.8 0.5
C -3.722 -2.523 -5.136 -0.5 0.4 -1.1
C -2.445 -2.867 -4.397 2.5 -0.1 0.7
O -1.968 -4.066 -4.724 -2.6 2.7 -0.9
O -1.882 -2.071 -3.605 -1.6 -1.1 -1.7
H -3.764 -3.084 -6.090 0.0 0.2 0.8
H -4.612 -2.712 -4.536 0.2 -0.1 0.0
```
Forces are in eV/Å.

- Energy above the lowest of the compared OMol25 structures with the same formula, charge and spin: 75.8 kcal/mol
- HOMO-LUMO gap (alpha / beta): 0.0706 / 0.2120 Ha
- Lowest unoccupied orbital energy (alpha / beta): 0.1590 / 0.1183 hartree
- Charge: -2
- Spin multiplicity: 3
- Calculated total energy: -68502.733 eV